(1)
Entry from the Open Molecules 2025 dataset: a 2-piece molecular cluster, C2H4NO2 overall (the ωB97M-V functional and the def2-TZVPD basis).

```
9
Properties=species:S:1:pos:R:3:mulliken_charge:R:1
O -2.1661 0.2600 -1.0330 -0.738
C -0.9403 0.0950 -1.2367 0.011
N -0.1820 -0.9717 -1.1251 -0.728
C 1.3105 0.1627 1.1769 0.032
O 1.9989 0.4325 2.1407 -0.494
H -0.3167 0.9755 -1.5325 0.346
H -0.7282 -1.7612 -0.7738 0.170
H 1.3675 0.7908 0.2808 0.181
H 0.6520 -0.7094 1.2202 0.220
```

Properties
**Charge**: -1
**HOMO-LUMO gap**: 7.597 eV
**Highest occupied orbital energy**: -3.5 eV
**Relative energy (zero: lowest compared OMol25 entry of this formula, charge and spin)**: 163.23 kJ/mol

(2)
Entry from the Open Molecules 2025 dataset: AgH12O6 as an isolated structure (the ωB97M-V functional and the def2-TZVPD basis).

```
19
Properties=species:S:1:pos:R:3:mulliken_spin:R:1
Ag -0.1117 0.1023 -0.0813 0.639
O -0.1247 1.9013 -0.1393 0.127
H 0.3173 2.6393 -0.6063 0.011
H -0.2097 2.2023 0.7667 -0.005
O 1.7553 0.0653 -0.6983 0.028
H 2.3563 0.7943 -0.7063 -0.001
H 2.3493 -0.6977 -0.7293 0.000
O -1.8917 0.1463 0.5317 0.030
H -2.4597 -0.6517 0.5857 0.000
H -2.5857 0.7943 0.5027 0.000
O 0.5663 0.1763 1.7887 0.027
H 1.5203 0.2233 1.8847 -0.001
H 0.2233 -0.1807 2.6177 0.001
O -0.6617 -0.0677 -1.8963 0.042
H -1.1747 -0.8327 -2.1693 -0.001
H 0.1423 -0.1747 -2.4453 -0.002
O -0.0757 -1.7597 0.1947 0.099
H -0.3997 -2.5407 -0.2783 0.006
H 0.4653 -2.1397 0.8777 0.001
```

Properties
**Spin multiplicity**: 2
**Charge**: +2
**HOMO-LUMO gap (spin up / spin down)**: 9.450 / 8.057 eV
**<S²>**: 0.751
**Highest occupied orbital energy (spin up / spin down)**: -16.8 / -16.4 eV
**Relative energy (zero: lowest compared OMol25 entry of this formula, charge and spin)**: 182.57 kJ/mol

no.,maximum force (eV Å⁻¹),E_tot (eV)
1,1.30,-7723.920
2,8.47,-16455.074